1.
101
Properties=species:S:1:pos:R:3:mulliken_charge:R:1 method="wB97M-V/def2-TZVPD" charge=+2 relative_energy_kcal_mol=55.6 spin_multiplicity=2 gap_ev="3.88 / 3.89"
Ir -0.02 0.41 -0.21 0.5240
C 0.49 2.75 3.43 -0.9857
C 1.42 1.98 4.11 -0.9195
C 1.93 0.84 3.49 -0.5344
C 1.49 0.50 2.23 0.1065
N 0.54 1.24 1.60 0.1472
C 0.07 2.34 2.18 -0.0170
C 2.05 -0.64 1.44 0.4588
C 3.12 -1.45 1.78 -0.4303
C 3.53 -2.42 0.87 -1.3712
C 2.88 -2.57 -0.35 -0.4580
C 1.81 -1.74 -0.63 0.4415
N 1.43 -0.82 0.27 0.9049
C 1.01 -1.69 -1.89 0.1533
C 1.17 -2.57 -2.94 -0.5827
C 0.44 -2.40 -4.10 -0.9200
C -0.44 -1.33 -4.19 -1.0150
C -0.59 -0.50 -3.10 0.0113
N 0.10 -0.68 -1.97 0.1231
H 0.09 3.66 3.87 0.5018
H 1.75 2.26 5.10 0.4764
H 2.67 0.22 3.99 0.4865
H -0.68 2.89 1.62 0.3131
H 3.65 -1.31 2.71 0.5689
H 4.37 -3.06 1.11 0.4673
H 3.21 -3.31 -1.06 0.5549
H 1.87 -3.39 -2.84 0.4845
H 0.56 -3.08 -4.93 0.4766
H -1.01 -1.15 -5.09 0.4985
H -1.28 0.34 -3.10 0.3252
C 2.04 4.45 -2.57 -1.6070
C 0.57 4.23 -2.29 -0.0952
C -0.39 5.17 -2.68 -0.7479
C -1.75 4.98 -2.44 -0.4784
C -2.76 6.02 -2.87 -1.6951
C -2.16 3.84 -1.78 -0.5692
C -1.24 2.85 -1.36 2.1349
C 0.14 3.09 -1.64 -0.9909
N -1.56 1.69 -0.72 0.1675
C -2.95 1.28 -0.37 1.5265
C -3.82 1.10 -1.62 -1.1280
C -5.22 0.61 -1.21 0.1443
C -5.85 1.63 -0.26 -1.5057
C -5.00 1.75 1.01 0.2394
C -4.90 0.39 1.69 -1.2645
C -4.26 -0.61 0.73 0.9372
C -5.12 -0.75 -0.52 -1.3427
C -2.87 -0.09 0.33 -0.7421
C -3.60 2.26 0.64 -1.1916
H 2.21 5.39 -3.08 0.3879
H 2.44 3.65 -3.19 0.3408
H 2.61 4.46 -1.64 0.3357
H -0.06 6.06 -3.20 0.2845
H -2.28 6.85 -3.37 0.4104
H -3.31 6.41 -2.01 0.3482
H -3.49 5.58 -3.55 0.3536
H -3.22 3.73 -1.60 0.9470
H 0.88 2.36 -1.33 0.6140
H -3.35 0.36 -2.28 0.3120
H -3.91 2.02 -2.19 0.6858
H -5.83 0.53 -2.12 0.4524
H -6.86 1.31 0.01 0.5654
H -5.95 2.61 -0.75 0.5214
H -5.45 2.47 1.69 0.4159
H -5.90 0.04 1.98 0.5780
H -4.31 0.47 2.61 0.1447
H -4.14 -1.58 1.22 0.2844
H -6.12 -1.10 -0.25 0.5649
H -4.69 -1.48 -1.21 0.2811
H -2.40 -0.81 -0.35 -1.2582
H -2.25 0.00 1.23 -0.4728
H -2.97 2.32 1.53 0.3601
H -3.67 3.26 0.23 0.6340
C -0.26 -4.97 0.25 -0.8215
Si -1.81 -3.96 0.51 -0.2661
C -3.16 -5.02 1.21 -1.1307
C -2.36 -3.29 -1.14 0.0794
C -1.33 -2.55 1.64 1.8907
Si -1.31 -2.41 3.50 -0.1167
C 0.38 -3.01 4.05 -0.8083
C -1.48 -0.61 3.99 -0.2855
C -2.65 -3.39 4.31 -1.1076
H -0.49 -5.82 -0.40 0.3884
H 0.14 -5.37 1.19 0.3670
H 0.53 -4.38 -0.22 0.1529
H -3.37 -5.83 0.52 0.3985
H -4.08 -4.44 1.35 0.3615
H -2.90 -5.46 2.17 0.3869
H -2.39 -4.10 -1.87 0.6582
H -1.69 -2.51 -1.52 -0.1927
H -3.37 -2.87 -1.08 -0.2773
H -0.84 -1.71 1.12 -0.9657
H 1.18 -2.40 3.62 0.1134
H 0.56 -4.05 3.76 0.3828
H 0.45 -2.95 5.14 0.4083
H -0.90 0.06 3.35 -0.1361
H -1.14 -0.48 5.02 0.5009
H -2.53 -0.29 3.94 0.2175
H -2.58 -4.45 4.10 0.3800
H -3.64 -3.04 4.00 0.3477
H -2.58 -3.26 5.40 0.4006

2.
18
Properties=species:S:1:pos:R:3:mulliken_charge:R:1 method="wB97M-V/def2-TZVPD" charge=0 relative_energy_kcal_mol=36.4 smiles=N[C@H](CO)CCS gap_ev=9.69
C -2.14 -0.24 0.86 -0.6123
O -3.09 -1.18 0.38 -0.5166
C -1.07 0.18 -0.20 0.0465
C 0.33 0.00 0.42 -1.1816
C 1.40 0.24 -0.69 -0.5291
S 2.97 -0.38 -0.04 -0.2472
N -1.22 1.56 -0.64 -0.6529
H -1.66 -0.66 1.75 0.3379
H -2.50 0.68 1.36 0.2604
H -3.32 -0.86 -0.50 0.3290
H -1.19 -0.60 -0.95 0.4972
H 0.39 -1.01 0.83 0.5146
H 0.54 0.60 1.30 0.4374
H 1.06 -0.48 -1.43 0.2495
H 1.38 1.27 -1.03 0.4235
H 3.80 0.62 -0.32 0.1165
H -2.11 1.75 -1.07 0.2551
H -1.10 2.12 0.20 0.2722

3.
22
Properties=species:S:1:pos:R:3:mulliken_charge:R:1 method="wB97M-V/def2-TZVPD" charge=0 relative_energy_kcal_mol=26.1 gap_ev=9.90
C 0.52 1.32 -0.08 -0.2038
C 2.40 0.28 1.31 -1.3828
C -0.08 1.48 -1.48 -1.2805
C 1.62 0.21 0.03 0.6758
N 1.85 -0.70 -0.80 -0.7013
H -1.82 -1.68 -1.63 0.2169
H -0.26 1.11 0.65 0.1171
H 1.00 2.25 0.22 0.4408
H 3.15 1.08 1.23 0.3613
H 2.93 -0.66 1.47 0.3584
H 1.75 0.51 2.15 0.3327
H 0.70 1.66 -2.22 0.3448
H -0.78 2.31 -1.50 0.3811
H -0.63 0.60 -1.78 0.2227
C -2.48 -1.05 0.83 -1.0424
C -1.23 -1.57 0.20 0.1699
N -1.00 -1.78 -1.02 -0.6058
H 1.09 -0.87 -1.53 0.3059
H -0.39 -1.75 0.88 0.3890
H -2.82 -1.76 1.59 0.3329
H -2.28 -0.11 1.35 0.2475
H -3.27 -0.90 0.10 0.3199

4.
52
Properties=species:S:1:pos:R:3:mulliken_charge:R:1 method="wB97M-V/def2-TZVPD" charge=0 gap_ev=2.11
Hf 1.11 3.85 0.79 1.2420
Hf 0.96 -0.60 4.72 1.6387
Cu 2.26 -3.85 -0.20 0.9553
Cu 2.10 -0.24 -2.75 0.9025
S 1.61 -5.43 4.25 1.2149
O 2.74 -5.77 5.08 -0.4408
O 1.44 -4.01 4.30 -0.4240
O 1.96 -5.78 2.85 -0.5001
O 0.41 -6.15 4.64 -0.4139
S -2.40 -2.26 6.33 1.2688
O -2.91 -3.48 5.74 -0.4876
O -2.18 -1.24 5.33 -0.4441
O -3.20 -1.78 7.43 -0.5131
O -1.03 -2.29 6.72 -0.5457
S 4.13 -0.08 1.19 1.1064
O 3.54 -0.70 2.41 -0.5531
O 3.48 1.18 0.99 -0.5818
O 5.56 0.06 1.37 -0.5408
O 3.88 -1.00 0.08 -0.6704
S -0.82 -0.71 0.18 1.1216
O -0.26 -1.48 -0.93 -0.7174
O -0.22 -1.14 1.43 -0.4663
O -0.34 0.65 -0.09 -0.5466
O -2.29 -0.73 0.34 -0.5758
C 3.92 3.04 -4.47 -1.1750
C 2.65 3.82 -4.15 0.4200
C 1.69 4.03 -5.31 -1.1164
O 2.02 3.41 -2.95 -0.6232
H 4.57 3.47 -5.23 0.3760
H 3.70 2.10 -4.97 0.2555
H 4.58 2.96 -3.60 0.2823
H 3.01 4.82 -3.88 0.1394
H 1.36 3.05 -5.65 0.2895
H 2.22 4.63 -6.05 0.3617
H 0.94 4.76 -5.00 0.2855
O -0.11 2.14 3.23 -0.7628
H -0.92 2.54 3.59 0.2193
O -4.88 -3.05 2.41 -0.6436
H -4.48 -3.12 3.27 0.3200
H -4.34 -2.41 1.94 0.3224
O -2.79 1.91 -2.86 -0.5976
H -2.75 2.84 -2.62 0.2767
H -2.61 1.44 -2.05 0.3284
O -3.80 -2.37 -2.67 -0.6216
H -3.62 -2.00 -1.80 0.3330
H -2.97 -2.78 -2.93 0.2955
O -4.79 2.62 1.43 -0.6046
H -4.27 3.28 0.98 0.2853
H -4.16 1.96 1.72 0.3237
O -0.86 -0.16 -4.84 -0.6261
H -1.43 -0.17 -5.60 0.2862
H -1.39 0.21 -4.14 0.3422